Entry 1:
14
Properties=species:S:1:pos:R:3 method="wB97M-V/def2-TZVPD" max_force_ha_per_bohr=0.0099 spin_multiplicity=1 e_homo_ev=-8.92 lumo_energy_ha=-0.01024 orbital_gap_ev=8.643
C 2.326 0.858 0.962
C -0.151 -0.200 -0.035
C -0.712 -1.434 -0.691
C -1.371 -0.887 0.525
C -0.289 1.100 -0.693
O 0.555 1.972 -0.598
H 0.789 -0.293 0.518
H 2.900 1.283 0.121
H 2.025 1.748 1.548
H -1.213 -1.313 -1.648
H -0.097 -2.324 -0.604
H -1.222 -1.388 1.477
H -2.329 -0.388 0.414
H -1.211 1.266 -1.295


Entry 2:
13
Properties=species:S:1:pos:R:3 method="wB97M-V/def2-TZVPD" max_force_ha_per_bohr=0.1107 spin_multiplicity=1 e_homo_ev=-8.89 lumo_energy_ha=0.02785 orbital_gap_ev=9.648 smiles=CC1(S)CC1
C -0.109 1.722 -0.131
C -0.331 0.268 0.054
C -1.079 -0.764 -0.685
C -1.387 -0.464 0.724
H 0.447 1.912 -1.148
H 0.391 2.264 0.758
H -1.069 2.439 -0.009
H 2.386 -0.303 1.062
H -2.041 -0.607 -1.250
H -0.891 -1.835 -1.096
H -1.004 -1.450 1.455
H -2.392 0.116 0.907
S 1.350 -0.445 -0.028


Entry 3:
48
Properties=species:S:1:pos:R:3 method="wB97M-V/def2-TZVPD" charge=+2 max_force_ha_per_bohr=0.0690 spin_multiplicity=4 e_homo_ev="-12.69 / -12.30" lumo_energy_ha="-0.32827 / -0.30760" orbital_gap_ev="3.761 / 3.933" s_squared=3.8725
Cr -0.072 -0.133 -0.413
C -1.249 -2.806 -1.373
C -1.191 -1.876 -2.533
O -0.022 -1.017 -2.469
C 1.250 -1.720 -2.649
C 2.299 -0.712 -2.362
O 1.991 -0.183 -1.071
C 3.016 0.751 -0.527
C 1.423 2.602 -0.359
O 0.123 1.959 -0.514
C -1.017 2.742 -0.142
C -2.247 1.905 -0.410
O -2.035 0.557 0.118
C -2.546 0.268 1.425
C -1.402 0.230 2.365
O -0.255 -0.444 1.811
C -0.129 -1.868 2.089
C -0.896 -2.689 1.065
O -0.688 -2.103 -0.236
H -0.760 -3.774 -1.493
H -2.295 -3.040 -1.182
H -2.007 -1.168 -2.485
H -1.221 -2.343 -3.532
H 1.290 -2.091 -3.642
H 1.314 -2.556 -1.927
H 2.296 0.135 -3.069
H 3.337 -1.156 -2.345
H 3.515 1.279 -1.353
H 3.738 0.228 0.104
H 1.724 2.938 -1.351
H 1.218 3.458 0.252
H -1.094 3.641 -0.744
H -0.926 3.038 0.888
H -2.483 1.776 -1.470
H -3.112 2.361 0.068
H -3.103 -0.676 1.342
H -3.233 1.078 1.691
H -1.710 -0.274 3.303
H -1.064 1.238 2.629
H -0.445 -2.086 3.106
H 0.944 -2.011 2.002
H -1.966 -2.686 1.293
H -0.540 -3.732 1.078
N 2.355 1.713 0.290
C 2.353 1.611 1.650
N 1.903 2.430 2.426
C 1.881 2.495 3.766
N 1.738 2.708 4.890


Copy entry 1 word for word.
14
Properties=species:S:1:pos:R:3 method="wB97M-V/def2-TZVPD" max_force_ha_per_bohr=0.0099 spin_multiplicity=1 e_homo_ev=-8.92 lumo_energy_ha=-0.01024 orbital_gap_ev=8.643
C 2.326 0.858 0.962
C -0.151 -0.200 -0.035
C -0.712 -1.434 -0.691
C -1.371 -0.887 0.525
C -0.289 1.100 -0.693
O 0.555 1.972 -0.598
H 0.789 -0.293 0.518
H 2.900 1.283 0.121
H 2.025 1.748 1.548
H -1.213 -1.313 -1.648
H -0.097 -2.324 -0.604
H -1.222 -1.388 1.477
H -2.329 -0.388 0.414
H -1.211 1.266 -1.295